[1]
The following is a DFT calculation (the ωB97M-V functional and the def2-TZVPD basis) of C50H67N3O2 in the gas phase in a non-equilibrium geometry.

Summary:
* E_LUMO: -1.07 eV
* E_tot: -2260.1132 Eh
* energy relative to the best compared isomer or geometry (same formula, charge and spin): 3.9 kcal per mole
* frontier orbital gap: 0.1441 Ha
* HOMO energy: -5.0 eV
* spin multiplicity: 1

Geometry as XYZ:
```
122
C50H67N3O2, DFT the ωB97M-V functional and the def2-TZVPD basis
O 4.497 -0.188 10.576
O -1.778 5.334 5.854
N 1.314 0.033 2.425
N 0.360 0.214 1.488
N -0.783 -0.071 2.122
C -2.565 -1.332 1.001
C 0.747 -0.124 3.690
C -1.734 -3.439 -0.114
C 4.432 -1.315 0.905
C 1.595 -0.053 4.925
C 1.009 2.914 5.807
C 2.600 3.695 9.882
C -2.418 3.270 2.223
C 2.760 3.441 0.412
C 3.074 -2.751 11.027
C 2.261 1.354 8.259
C -1.038 1.852 6.490
C 1.946 0.263 7.432
C -1.018 4.218 6.011
C -2.587 -3.525 2.242
C 3.374 2.439 10.281
C 5.065 -0.126 0.548
C 0.375 4.161 5.793
C 2.393 -1.019 7.808
C 4.877 2.717 10.142
C 3.062 -3.580 2.629
C 3.064 2.147 11.753
C -3.787 1.095 0.302
C -1.769 -0.405 4.327
C 2.406 -2.608 1.649
C 3.183 -1.289 1.528
C 0.998 0.380 6.199
C 2.659 -3.748 8.804
C 2.446 2.477 1.556
C -1.851 -2.676 1.211
C 3.015 1.229 9.405
C 4.455 1.105 0.796
C 3.574 -0.080 9.722
C 0.308 1.752 6.146
C -1.147 6.629 5.804
C 3.064 -1.246 8.994
C -1.771 3.252 -0.224
C -2.533 1.123 0.912
C 2.635 3.131 2.912
C 2.659 -0.040 1.909
C -3.809 -1.322 0.375
C -4.432 -0.116 0.059
C 4.929 -2.875 9.369
C -0.586 -0.247 3.481
C -1.717 3.043 6.356
C 3.212 1.157 1.426
C 3.420 -2.644 9.532
C 2.248 -3.247 0.263
C -1.801 2.462 1.087
C -2.000 -0.095 1.354
H 1.774 -2.540 -0.430
H 6.039 -0.157 0.058
H 2.342 2.437 3.707
H 5.472 -2.113 9.937
H 2.467 -4.499 2.707
H 5.436 1.837 10.474
H -2.416 -1.230 3.994
H 2.835 4.010 8.858
H 3.686 3.409 3.077
H -1.578 0.976 6.857
H -2.397 0.505 4.323
H 3.637 1.282 12.093
H 3.133 -3.127 3.626
H 4.940 2.031 0.476
H -4.242 2.043 0.013
H 2.083 2.883 5.595
H -2.786 3.506 -0.551
H 0.204 -0.348 6.412
H -1.221 -2.834 -0.870
H -1.170 -4.371 0.022
H 4.075 -3.846 2.298
H -2.412 2.696 3.159
H -0.760 2.224 1.344
H 5.209 -2.796 8.311
H -1.291 2.658 -1.010
H -2.785 3.122 6.529
H -2.682 -3.001 3.198
H 3.641 -2.014 11.601
H -0.516 6.719 4.913
H -3.595 -3.761 1.876
H -2.054 -4.467 2.420
H 2.007 -1.070 5.072
H 1.381 2.220 1.464
H 1.403 -2.368 2.027
H 1.518 3.532 9.983
H -1.864 4.201 2.399
H -3.460 3.524 1.981
H 2.878 4.517 10.555
H 3.326 -3.756 11.394
H 3.229 -3.521 -0.148
H 2.052 4.278 0.421
H -1.201 4.180 -0.102
H 1.992 1.948 11.875
H -1.980 7.328 5.748
H -0.552 6.829 6.703
H 2.001 -2.575 11.172
H 2.667 2.920 -0.547
H 2.006 4.029 2.998
H -5.415 -0.122 -0.410
H 2.924 -3.790 7.741
H 1.899 2.344 7.999
H 4.888 -2.279 0.658
H -4.274 -2.277 0.125
H 2.913 -4.717 9.254
H 1.577 -3.599 8.908
H 2.467 0.586 4.705
H 2.153 -1.858 7.148
H 1.627 -4.151 0.304
H -1.465 -0.604 5.355
H 3.776 3.840 0.515
H 5.124 2.923 9.092
H 5.203 -3.871 9.741
H 0.937 5.077 5.604
H -0.834 -2.470 1.575
H -2.732 -3.693 -0.496
H 3.338 3.016 12.363
H 5.154 3.581 10.758
```

=====

[2]
The following is a DFT calculation (the ωB97M-V functional and the def2-TZVPD basis) of a molecular structure, C50H72BrN3O23P2S3 in a non-equilibrium geometry.

Summary:
* E_LUMO: -0.53 eV
* E_tot: -8293.7698 Eh
* energy relative to the best compared isomer or geometry (same formula, charge and spin): 0.0 kcal per mole
* frontier orbital gap: 0.2752 Ha
* HOMO energy: -8.0 eV
* spin multiplicity: 1

Geometry as XYZ:
```
154
C50H72BrN3O23P2S3, DFT the ωB97M-V functional and the def2-TZVPD basis
Br -7.939 3.109 -5.546
S 2.159 -1.837 0.402
S -4.966 5.505 -0.518
S 4.424 -0.262 -0.527
P -3.234 0.513 0.823
P 0.975 6.435 0.994
O 10.520 -2.620 5.171
O 0.027 -1.313 6.139
O 6.347 -4.660 3.067
O 0.163 -1.163 3.918
O -4.733 -0.152 -1.511
O -6.499 -3.304 -5.761
O 3.134 -8.216 -1.396
O 3.138 -5.598 10.623
O 3.023 -6.077 -2.097
O 1.797 -2.201 5.065
O 7.475 -6.205 1.882
O -3.975 1.905 -3.329
O 10.422 -4.811 5.607
O -3.371 0.750 2.278
O 5.312 -5.772 1.432
O -4.653 -2.684 -4.627
O -4.022 4.067 -3.889
O -5.637 -1.267 -6.075
O 2.433 -4.797 8.637
O 12.056 -3.560 6.528
O 3.039 -3.377 10.253
O -2.290 3.253 -2.696
O 4.950 -7.231 -2.247
N 1.979 0.838 0.207
N -3.551 3.703 1.111
N 1.446 7.922 0.829
C -1.021 -0.416 5.738
C 2.895 -4.683 9.908
C -0.695 4.086 2.024
C 0.761 -1.614 5.041
C -4.811 1.193 -1.248
C 4.254 0.974 -4.307
C -5.512 -2.446 -5.410
C -3.899 -0.478 -2.640
C 2.043 -3.493 8.189
C 0.901 0.804 -0.826
C -2.744 4.805 0.726
C -6.638 -1.433 -7.084
C 1.459 2.633 -2.550
C 2.870 -2.587 9.071
C 5.082 -4.005 2.881
C -7.459 -2.581 -6.538
C -0.508 2.617 1.605
C -5.536 1.934 -2.072
C -4.930 3.775 -0.822
C 11.095 -3.656 5.839
C -6.380 4.114 -2.812
C -1.161 -0.724 4.265
C 9.542 -3.160 4.277
C -2.662 0.387 -2.805
C 4.284 -0.652 -2.326
C -7.888 3.890 -2.765
C -3.291 5.745 -0.060
C 9.207 -4.484 4.923
C 4.104 -9.253 -1.568
C -2.636 6.812 -0.507
C 4.289 -5.052 2.131
C -5.599 3.253 -1.868
C -5.088 3.443 -4.615
C -4.143 1.686 -0.178
C 0.590 2.451 -3.800
C -3.327 3.095 -3.253
C 6.473 -5.605 2.104
C 0.604 2.196 -1.364
C -8.408 2.791 -3.683
C 0.924 2.221 1.975
C 5.395 -8.472 -1.692
C 1.337 0.825 1.531
C -1.373 6.970 -0.165
C 5.087 0.371 -3.153
C -4.199 3.043 0.041
C -0.771 6.087 0.619
C 2.727 -0.369 0.063
C -5.281 2.145 -3.858
C 3.641 -7.076 -1.932
C -1.445 5.003 1.096
H 1.706 3.679 -2.419
H 0.732 2.927 -0.574
H -5.968 3.950 -3.805
H 3.230 -0.604 -2.541
H 4.705 0.717 -5.255
H -6.202 5.158 -2.606
H -1.250 4.069 2.963
H 2.371 -1.649 9.301
H -8.077 1.817 -3.362
H 8.683 -2.499 4.197
H -1.931 -0.607 6.299
H -1.453 0.141 3.674
H -0.730 2.418 0.561
H 3.864 -9.813 -2.474
H -3.557 -1.496 -2.524
H 6.120 -8.950 -2.346
H -1.863 -1.535 4.070
H 5.320 1.177 -2.474
H 0.970 -3.370 8.352
H 5.236 -3.097 2.295
H -3.088 3.064 1.743
H -2.860 1.374 -3.207
H 3.852 -2.371 8.646
H -5.985 2.241 -3.026
H -6.150 -1.679 -8.028
H 8.949 -5.253 4.199
H 4.629 -1.658 -2.515
H 1.239 5.964 2.291
H -1.927 -0.082 -3.447
H 5.998 -0.056 -3.543
H -9.483 2.855 -3.664
H -3.739 -0.754 0.514
H -2.189 0.517 -1.838
H -8.263 -2.246 -5.881
H -6.024 1.456 -2.899
H 3.766 -5.741 2.796
H -7.215 -0.520 -7.210
H -0.431 2.694 -3.528
H 0.610 1.394 -4.048
H -5.975 4.070 -4.615
H 0.495 0.137 1.582
H 5.863 -8.277 -0.726
H 3.234 0.611 -4.329
H -1.898 0.490 0.398
H 3.575 -4.619 1.435
H 0.987 3.050 -4.610
H -0.455 2.232 -1.604
H -3.170 7.497 -1.136
H 4.099 -9.931 -0.720
H -5.597 1.323 -4.494
H 1.700 5.604 0.108
H 2.068 0.481 2.248
H -4.460 -0.470 -3.566
H -4.766 3.283 -5.645
H 8.402 -4.401 5.657
H 4.200 2.049 -4.216
H -0.844 7.821 -0.557
H 9.991 -3.279 3.290
H -8.344 4.801 -3.141
H 2.257 -3.364 7.133
H 0.970 2.194 3.061
H -0.698 0.609 5.924
H -1.162 2.018 2.226
H 0.278 4.470 2.268
H -7.879 -3.212 -7.317
H -8.281 3.745 -1.764
H 0.018 0.361 -0.375
H 1.628 2.975 1.638
H 2.351 2.021 -2.585
H 4.638 -3.738 3.836
H 1.202 0.196 -1.668
H 0.666 8.507 0.557
```

=====

The lowest E_LUMO belongs to which entry?
C50H67N3O2

=====

Which formula does entry 2 have?
C50H72BrN3O23P2S3

=====

E_tot of number 2 (C50H72BrN3O23P2S3)?
-8293.7698 Eh

=====

energy relative to the best compared isomer or geometry (same formula, charge and spin) of number 1 (C50H67N3O2)?
3.9 kcal per mole